# 1
{
  "formula": "C33H26BrO4S",
  "method": "the ωB97M-V functional and the def2-TZVPD basis",
  "species": ["C", "O", "C", "C", "C", "C", "C", "C", "C", "C", "C", "C", "C", "C", "C", "C", "C", "O", "C", "C", "C", "C", "C", "C", "C", "C", "C", "C", "H", "H", "H", "H", "H", "H", "H", "H", "H", "H", "H", "H", "H", "H", "H", "H", "H", "H", "H", "H", "Br", "C", "S", "C", "C", "C", "C", "C", "C", "O", "O", "H", "H", "H", "H", "H", "H"],
  "coordinates": [[-3.09, 6.56, -2.98], [-2.30, 5.63, -3.70], [-1.21, 5.02, -3.17], [-0.61, 3.95, -3.89], [0.35, 3.16, -3.31], [0.84, 3.44, -2.04], [2.02, 2.59, -1.39], [1.79, 2.52, 0.19], [2.95, 2.26, 0.91], [2.93, 1.83, 2.20], [4.19, 1.41, 2.84], [5.42, 1.97, 2.43], [6.62, 1.56, 3.02], [6.60, 0.58, 4.02], [5.39, 0.02, 4.42], [4.20, 0.43, 3.84], [1.64, 1.75, 2.89], [1.49, 1.03, 3.90], [0.51, 2.46, 2.28], [-0.67, 2.84, 3.10], [-1.42, 4.01, 2.82], [-2.56, 4.35, 3.56], [-2.97, 3.52, 4.63], [-2.22, 2.37, 4.94], [-1.09, 2.07, 4.20], [0.58, 2.66, 0.89], [0.31, 4.51, -1.35], [-0.69, 5.32, -1.89], [-3.94, 6.76, -3.64], [-3.44, 6.13, -2.05], [-2.54, 7.47, -2.79], [-0.95, 3.79, -4.90], [0.74, 2.37, -3.91], [2.96, 3.09, -1.68], [3.88, 2.38, 0.37], [5.45, 2.74, 1.65], [7.56, 2.02, 2.69], [7.54, 0.28, 4.49], [5.36, -0.75, 5.18], [3.26, 0.01, 4.15], [-1.08, 4.68, 2.02], [-3.12, 5.27, 3.32], [-3.88, 3.80, 5.20], [-2.55, 1.74, 5.76], [-0.51, 1.21, 4.49], [-0.33, 3.02, 0.39], [0.66, 4.78, -0.35], [-1.05, 6.19, -1.33], [3.95, 0.28, -1.03], [2.24, 1.21, -1.74], [2.64, 0.69, -3.65], [3.88, -0.50, -4.29], [5.20, -0.07, -4.42], [6.19, -0.92, -4.93], [5.84, -2.24, -5.32], [4.49, -2.67, -5.23], [3.52, -1.79, -4.70], [1.37, 0.09, -4.03], [2.98, 1.91, -4.36], [1.44, 0.53, -1.52], [5.46, 0.95, -4.19], [7.23, -0.57, -5.05], [6.62, -2.94, -5.68], [4.21, -3.68, -5.59], [2.49, -2.10, -4.68]],
  "nbo_charge": [-0.243, -0.508, 0.309, -0.265, -0.210, 0.046, -0.385, -0.144, -0.163, -0.247, 0.072, -0.232, -0.232, -0.251, -0.221, -0.229, 0.528, -0.736, -0.230, 0.072, -0.243, -0.232, -0.245, -0.220, -0.235, -0.194, -0.138, -0.341, 0.193, 0.181, 0.172, 0.215, 0.236, 0.232, 0.198, 0.202, 0.198, 0.195, 0.199, 0.260, 0.203, 0.199, 0.196, 0.200, 0.259, 0.210, 0.225, 0.211, -0.029, -0.218, 2.004, -0.159, -0.214, -0.223, -0.197, -0.223, -0.223, -0.979, -0.965, 0.228, 0.240, 0.219, 0.212, 0.219, 0.244],
  "total_charge": -1,
  "e_lumo_ev": 2.1,
  "multiplicity": 1
}

# 2
{
  "formula": "C33H26Cl5N5O4RuS3Sb",
  "method": "the ωB97M-V functional and the def2-TZVPD basis",
  "species": ["Ru", "Cl", "C", "C", "C", "Cl", "C", "C", "C", "C", "N", "C", "C", "O", "H", "H", "H", "H", "Cl", "C", "Cl", "Cl", "C", "N", "O", "S", "O", "O", "S", "C", "C", "C", "N", "N", "C", "N", "S", "H", "H", "H", "H", "H", "H", "H", "C", "C", "C", "C", "C", "C", "Sb", "C", "C", "C", "C", "C", "C", "C", "C", "C", "C", "C", "C", "H", "H", "H", "H", "H", "H", "H", "H", "H", "H", "H", "H", "H", "H", "H"],
  "coordinates": [[-1.72, 0.32, -1.36], [-0.39, -2.83, 2.68], [-1.78, -1.82, 2.60], [-2.78, -1.88, 3.55], [-3.87, -1.03, 3.47], [-5.14, -1.18, 4.63], [-3.94, -0.04, 2.47], [-4.96, 0.93, 2.38], [-4.89, 1.89, 1.40], [-3.82, 1.88, 0.50], [-2.87, 0.96, 0.54], [-2.91, 0.01, 1.50], [-1.84, -0.94, 1.50], [-0.98, -0.97, 0.55], [-2.71, -2.60, 4.35], [-5.77, 0.92, 3.09], [-5.65, 2.65, 1.33], [-3.73, 2.65, -0.26], [-5.25, 0.21, -4.76], [-5.34, 0.69, -3.06], [-4.66, 2.42, -2.93], [-7.02, 0.75, -2.51], [-4.55, -0.18, -2.26], [-3.62, -0.56, -1.65], [2.05, -1.00, -1.84], [0.85, -0.28, -2.20], [0.89, 0.37, -3.49], [0.49, 0.71, -1.14], [-0.63, -1.67, -2.35], [-1.43, 5.43, -3.27], [-0.32, 4.49, -3.75], [-0.82, 3.10, -3.89], [-1.47, 2.45, -2.99], [-1.85, 1.23, -3.37], [-1.45, 0.88, -4.57], [-1.75, -0.31, -5.12], [-0.60, 2.18, -5.37], [-1.04, 6.44, -3.19], [-1.80, 5.12, -2.30], [-2.26, 5.42, -3.97], [0.50, 4.51, -3.02], [0.07, 4.83, -4.71], [-1.88, -1.06, -4.44], [-1.23, -0.57, -5.94], [2.21, -0.24, 5.72], [2.47, -1.47, 5.15], [2.34, -1.64, 3.78], [1.95, -0.58, 2.99], [1.69, 0.65, 3.56], [1.83, 0.83, 4.93], [1.65, -0.83, 0.80], [3.51, 0.16, 0.28], [4.49, -0.51, -0.43], [5.64, 0.15, -0.82], [5.81, 1.48, -0.51], [4.83, 2.16, 0.19], [3.67, 1.51, 0.58], [2.06, -2.95, 0.56], [3.28, -3.47, 0.96], [3.53, -4.83, 0.79], [2.57, -5.66, 0.25], [1.35, -5.13, -0.14], [1.09, -3.78, 0.00], [2.29, -0.11, 6.79], [2.77, -2.30, 5.76], [2.54, -2.60, 3.34], [1.37, 1.48, 2.94], [1.62, 1.79, 5.37], [4.33, -1.55, -0.71], [6.40, -0.39, -1.38], [6.71, 2.00, -0.82], [4.96, 3.21, 0.42], [2.90, 2.05, 1.11], [4.02, -2.83, 1.41], [4.49, -5.23, 1.09], [2.77, -6.71, 0.13], [0.59, -5.78, -0.56], [0.15, -3.37, -0.33]],
  "lowdin_spin": [0.003, 0.005, 0.014, -0.003, 0.015, 0.004, 0.000, 0.004, -0.003, 0.006, -0.003, 0.004, 0.000, 0.122, 0.000, 0.000, 0.000, 0.000, 0.000, 0.000, 0.001, 0.000, 0.003, -0.001, 0.017, 0.011, 0.003, 0.091, 0.001, 0.000, 0.000, 0.000, 0.000, 0.000, 0.000, 0.000, 0.000, 0.000, 0.000, 0.000, 0.000, 0.000, 0.000, 0.000, 0.003, 0.005, 0.019, 0.093, 0.010, 0.001, 0.373, 0.076, 0.019, 0.003, 0.007, 0.000, 0.012, 0.057, 0.013, 0.004, -0.002, 0.000, 0.001, 0.000, 0.001, 0.003, 0.002, 0.000, 0.002, 0.000, 0.000, 0.000, 0.001, 0.002, 0.001, 0.000, 0.000, 0.000],
  "e_lumo_ev": [-1.3, -1.6],
  "multiplicity": 2
}

no.,strongest force on any atom (Eh/bohr)
1,0.090
2,0.089